[1]
The following is a quantum chemistry calculation of a molecular structure, C34H77Ca3N3O12P2, from the Open Molecules 2025 dataset.

HOMO level, eV: -5.98
Net charge: 0
Lowest unoccupied orbital energy, eV: -1.225
Frontier orbital gap, eV: 4.8

CARTESIAN COORDINATES (ANGSTROEM)
Ca  -1.92288  0.87598  -2.06487
Ca  -0.92814  -2.45502  -1.54403
Ca  0.29181  2.12451  1.48435
P  -2.86924  -1.39532  -3.36304
O  -2.79588  -1.13261  -1.79397
O  -2.00927  -2.72029  -3.42145
O  -2.22127  -0.11717  -3.96916
O  -4.24325  -1.69179  -3.88407
P  -0.00875  -0.11302  -0.14076
O  -0.16027  -0.40154  -1.66189
O  -0.37751  -1.44933  0.49330
O  -0.96554  1.14932  0.00423
O  1.28010  0.46486  0.52037
C  1.63302  2.24387  -4.63942
C  1.71349  3.42926  -3.66496
C  0.89644  2.95570  -2.47455
O  -0.18808  2.26888  -3.08349
C  0.33160  1.53844  -4.22169
H  2.46423  1.57214  -4.42987
H  1.61852  2.57685  -5.67237
H  1.21749  4.32743  -4.04048
H  2.74084  3.73443  -3.45308
H  0.47079  3.80220  -1.92282
H  1.39048  2.28419  -1.75598
H  -0.44066  1.46802  -4.98164
H  0.54143  0.51867  -3.89548
C  -2.74329  -3.31953  2.61243
C  -1.98997  -4.39232  3.44289
C  -2.84092  -4.57687  4.69230
O  -3.81500  -3.54914  4.70836
C  -4.02747  -3.08206  3.39097
H  -2.91316  -3.74435  1.62325
H  -2.07374  -2.47366  2.45653
H  -0.99411  -4.06124  3.74166
H  -1.86653  -5.30280  2.86049
H  -2.29821  -4.51169  5.63963
H  -3.30640  -5.57445  4.74486
H  -4.32041  -2.03332  3.43036
H  -4.84130  -3.65357  2.92637
C  4.23291  4.32893  2.94885
C  4.33980  3.89227  1.49194
C  3.43353  2.66993  1.44595
O  2.35160  2.97885  2.35492
C  2.81327  3.93381  3.33530
H  4.40381  5.38841  3.11710
H  4.94064  3.75717  3.55183
H  5.33842  3.65739  1.13052
H  3.93445  4.66990  0.83594
H  3.94533  1.78347  1.83179
H  3.02446  2.43431  0.46516
H  2.74834  3.52579  4.34253
H  2.11431  4.77382  3.30419
C  4.36580  0.47146  -1.67262
C  5.41231  -0.08475  -2.65083
C  6.54759  -0.39903  -1.67810
O  5.94245  -0.76638  -0.43641
C  4.54175  -0.52035  -0.52981
H  3.32814  0.41843  -2.01849
H  4.54364  1.52418  -1.43176
H  5.72244  0.56857  -3.46352
H  4.96675  -0.99171  -3.06891
H  7.15662  0.49784  -1.49823
H  7.24136  -1.15734  -2.04564
H  4.06641  -0.16002  0.38523
H  3.98721  -1.44689  -0.72473
C  -6.10433  2.21564  -2.95814
C  -4.89970  1.39092  -2.49835
N  -3.97780  2.00978  -1.53055
C  -4.48420  1.98048  -0.15659
C  -4.87676  0.59467  0.33838
C  -3.49850  3.37583  -1.80196
C  -3.08599  3.63095  -3.25275
H  -5.83940  2.77506  -3.85678
H  -6.40786  2.97125  -2.22655
H  -6.94875  1.57658  -3.20092
H  -5.19150  0.41149  -2.13941
H  -4.32786  1.12947  -3.39436
H  -3.71318  2.38302  0.50648
H  -5.37950  2.62574  -0.09560
H  -4.03506  -0.09194  0.19778
H  -5.04469  0.63677  1.41758
H  -5.74170  0.19696  -0.17702
H  -2.57950  3.45825  -1.20158
H  -4.23424  4.13275  -1.50377
H  -2.58252  2.78653  -3.72750
H  -2.44091  4.50677  -3.30394
H  -3.95358  3.79849  -3.89202
C  0.61490  -5.16586  0.56198
C  1.40382  -4.12103  -0.16850
N  0.95960  -3.84919  -1.58018
C  0.72835  -5.07627  -2.32540
C  1.96788  -5.93642  -2.62431
C  1.95106  -2.94937  -2.16122
C  1.57009  -2.45051  -3.55576
H  0.73761  -6.17362  0.16185
H  -0.45905  -4.96496  0.58391
H  0.97260  -5.19011  1.59392
H  1.28465  -3.15300  0.32778
H  2.48444  -4.31541  -0.15845
H  -0.02054  -5.69999  -1.83723
H  0.24790  -4.84162  -3.28156
H  2.52827  -5.49510  -3.44802
H  2.61997  -5.96906  -1.74849
H  1.67846  -6.95416  -2.87244
H  2.91115  -3.47543  -2.28322
H  2.12063  -2.04911  -1.56968
H  0.54590  -2.07053  -3.62740
H  1.58356  -3.25435  -4.29658
H  2.27267  -1.67267  -3.85414
C  1.88457  -0.23008  3.59833
C  1.05599  0.74946  4.41870
N  -0.15264  1.26654  3.73249
C  -0.87536  2.22161  4.62024
C  -0.13074  3.46226  5.08780
C  -1.08698  0.17058  3.43035
C  -2.46781  0.54384  2.93066
H  2.31480  0.22342  2.70696
H  1.32450  -1.12862  3.35918
H  2.74561  -0.53060  4.20271
H  0.67557  0.13833  5.25896
H  1.64159  1.56477  4.82830
H  -1.67293  2.61941  3.98250
H  -1.40319  1.68661  5.41736
H  -0.61559  3.83229  5.99359
H  0.88534  3.28282  5.44564
H  -0.10952  4.25197  4.33915
H  -1.15386  -0.53879  4.27373
H  -0.62303  -0.46458  2.66373
H  -2.45427  1.36425  2.20493
H  -3.14075  0.80923  3.74539
H  -2.87003  -0.29411  2.36454


[2]
The following is a quantum chemistry calculation of 2 unconnected molecules or ions with the total composition C22H16F5N3O3, from the Open Molecules 2025 dataset.

HOMO level, eV: -5.59
Net charge: 0
Lowest unoccupied orbital energy, eV: -2.050
Frontier orbital gap, eV: 3.5

CARTESIAN COORDINATES (ANGSTROEM)
C  -1.87706  2.12446  0.02957
C  -1.44947  1.94779  1.49065
O  -1.87417  0.65393  1.84800
C  -2.52182  0.12418  0.75554
O  -3.03045  -0.98513  0.72835
N  -2.55195  0.96565  -0.30704
H  -2.54798  2.98212  -0.12217
H  -1.02040  2.23061  -0.65004
H  -0.36273  2.00528  1.64977
H  -1.93492  2.65592  2.17644
C  2.98261  0.60458  -4.09889
N  2.00002  1.31635  -4.91253
C  2.28581  2.12238  -5.99981
C  1.11439  2.56141  -6.52062
N  0.07810  2.01693  -5.77708
C  -1.30100  2.23082  -6.11281
C  -1.80516  3.52860  -6.13766
F  -0.98197  4.56613  -5.90758
C  -3.15885  3.74899  -6.33770
F  -3.64078  5.00145  -6.35417
C  -4.02465  2.67527  -6.48736
F  -5.34927  2.88275  -6.56808
C  -3.52887  1.37998  -6.46974
F  -4.37729  0.33916  -6.50936
C  -2.17108  1.15700  -6.30283
F  -1.71167  -0.10614  -6.23953
C  0.63879  1.25878  -4.75773
C  -0.04853  0.48319  -3.74727
C  -1.45986  0.67901  -3.58885
C  -2.29487  -0.28187  -3.12282
C  -3.72767  -0.18350  -3.16000
C  -4.52011  -1.33542  -3.04148
C  -5.88748  -1.26028  -3.14353
C  -6.50841  -0.04342  -3.35298
C  -5.74882  1.10493  -3.46754
C  -4.38069  1.04133  -3.37402
O  0.55843  -0.34900  -3.06192
H  2.48157  0.08527  -3.28499
H  3.50276  -0.13299  -4.70415
H  3.70499  1.29559  -3.67184
H  3.27296  2.32825  -6.37455
H  0.97356  3.19496  -7.38194
H  -1.87423  1.59156  -3.97302
H  -1.85619  -1.22172  -2.83218
H  -4.04072  -2.28748  -2.88923
H  -6.48240  -2.15427  -3.06203
H  -7.58239  0.01186  -3.42430
H  -6.23104  2.05418  -3.63758
H  -3.80324  1.94554  -3.45089


[3]
The following is a quantum chemistry calculation of a molecular structure, C7H14HoOPS, from the Open Molecules 2025 dataset.

HOMO level (alpha / beta), eV: -3.68 / -6.31
Spin multiplicity: 5
Net charge: 0
Lowest unoccupied orbital energy (alpha / beta), eV: 0.052 / -0.127
Frontier orbital gap (alpha / beta), eV: 3.7 / 6.2

CARTESIAN COORDINATES (ANGSTROEM)
C  2.23016  -2.03306  0.76784
C  2.07401  -1.69965  2.14995
C  0.82364  -2.20923  2.59734
C  0.23157  -2.97063  1.55893
C  1.05437  -2.86055  0.37804
Ho  0.39499  -0.66606  -0.79595
P  2.07669  0.28937  -2.81516
H  3.16288  -2.02836  0.20797
H  2.77621  -1.08813  2.71661
H  0.34078  -1.96235  3.53935
H  1.08563  -3.57711  -0.43941
H  -0.71004  -3.52442  1.58336
H  2.12064  -0.61868  -3.96739
H  3.50569  0.60775  -2.78913
H  1.59636  1.48543  -3.51026
C  -2.15840  2.37708  -1.44014
S  -1.22228  2.25619  0.09149
C  -2.65883  2.48721  1.15329
O  -0.91094  0.70188  0.13636
H  -2.51633  3.41210  -1.45648
H  -3.00143  1.67717  -1.47363
H  -1.49168  2.20632  -2.28950
H  -3.50673  1.84683  0.88633
H  -2.37389  2.34332  2.19871
H  -2.92307  3.54758  1.01148


[4]
The following is a quantum chemistry calculation of a molecular structure, C3H3N3O, from the Open Molecules 2025 dataset.

HOMO level, eV: -9.20
Net charge: 0
Lowest unoccupied orbital energy, eV: -0.818
Frontier orbital gap, eV: 8.4

CARTESIAN COORDINATES (ANGSTROEM)
O  2.13495  -1.21418  0.24872
C  0.96758  -1.14707  0.11942
N  0.92560  1.82184  0.10016
N  0.36082  0.72140  0.05589
C  -0.98605  0.52557  -0.13400
C  -1.22098  -0.81758  -0.15090
N  -0.18001  -1.69988  -0.01714
H  1.92077  1.61994  0.28240
H  -1.69207  1.34061  -0.23359
H  -2.21004  -1.25540  -0.26058


[5]
The following is a quantum chemistry calculation of a single C4H6N2S molecule, from the Open Molecules 2025 dataset.

HOMO level, eV: -7.89
Net charge: 0
Lowest unoccupied orbital energy, eV: -0.144
Frontier orbital gap, eV: 7.7

CARTESIAN COORDINATES (ANGSTROEM)
C  2.32461  -1.03023  -0.28800
C  2.72510  0.02865  0.58231
C  -0.02815  -0.78750  -0.15401
C  -2.39544  0.30686  -0.08796
N  1.04185  -1.26744  -0.27365
N  1.92386  0.85909  1.15886
S  -1.37977  -1.03823  0.73312
H  2.92884  -1.55763  -0.86916
H  3.78816  0.16584  0.83529
H  1.03502  0.89284  0.71052
H  -1.60728  0.91534  -0.43377
H  -3.15186  0.67256  0.68973
H  -3.12976  -0.17280  -0.69607